Record 1
The following is a DFT calculation (the ωB97M-V functional and the def2-TZVPD basis) of a molecular structure, C27H16ClGaIN5O3.

CARTESIAN COORDINATES (ANGSTROEM)
Ga  0.000  -0.675  -0.008
O  -1.719  -2.360  3.284
C  -1.545  -1.712  2.266
N  -0.643  -1.940  1.277
C  -0.094  -3.246  1.082
C  -0.537  -4.396  1.720
C  -0.011  -5.629  1.349
C  0.943  -5.714  0.353
C  1.401  -4.571  -0.289
C  0.892  -3.332  0.080
N  1.287  -2.083  -0.430
C  2.444  -1.908  -1.084
O  3.173  -2.745  -1.602
C  2.925  -0.470  -1.068
C  4.097  -0.125  -1.724
C  4.586  1.157  -1.568
C  3.894  2.046  -0.757
C  2.718  1.622  -0.168
N  2.230  0.389  -0.323
C  -2.499  -0.563  1.995
C  -3.413  -0.161  2.961
C  -4.333  0.811  2.615
C  -4.313  1.342  1.331
C  -3.348  0.894  0.448
N  -2.457  -0.041  0.777
H  -1.273  -4.329  2.502
H  -0.360  -6.521  1.850
H  1.345  -6.677  0.064
H  2.144  -4.625  -1.065
H  4.590  -0.882  -2.317
H  5.500  1.461  -2.061
H  4.246  3.052  -0.582
H  2.140  2.301  0.450
H  -3.390  -0.634  3.931
H  -5.068  1.146  3.336
H  -5.028  2.089  1.017
H  -3.274  1.294  -0.558
Cl  -0.563  5.581  -2.614
C  -0.509  3.860  -2.372
C  -0.574  3.016  -3.440
C  -0.559  1.608  -3.287
I  -0.688  0.406  -4.956
C  -0.468  1.042  -2.036
O  -0.488  -0.237  -1.774
C  -0.359  1.946  -0.925
N  -0.235  1.349  0.287
C  -0.226  2.069  1.381
C  -0.301  3.473  1.345
C  -0.370  4.103  0.133
C  -0.406  3.341  -1.056
H  -0.653  3.430  -4.436
H  -0.148  1.538  2.323
H  -0.291  4.029  2.271
H  -0.411  5.182  0.070

Spin multiplicity: 1
Energy above the lowest of the compared OMol25 structures with the same formula, charge and spin (kcal per mole): 0.0
LUMO energy (Eh): -0.037
Orbital gap (Eh): 0.23769

***

Record 2
The following is a DFT calculation (the ωB97M-V functional and the def2-TZVPD basis) of a molecular structure, C27H17BiN2O11P.

CARTESIAN COORDINATES (ANGSTROEM)
Bi  0.231  0.609  0.634
O  -0.293  -0.485  4.416
C  -0.287  -1.120  3.373
O  0.551  -1.022  2.399
C  -1.352  -2.184  3.152
C  -1.877  -2.834  4.265
C  -2.813  -3.843  4.117
C  -3.255  -4.201  2.848
C  -2.764  -3.537  1.736
C  -1.811  -2.526  1.876
P  -1.202  -1.709  0.351
C  -0.260  -3.065  -0.433
C  1.003  -3.347  0.093
C  1.734  -4.418  -0.395
C  1.219  -5.218  -1.407
C  -0.040  -4.950  -1.924
C  -0.780  -3.879  -1.436
C  -2.694  -1.378  -0.635
C  -3.873  -1.035  0.028
C  -4.966  -0.560  -0.681
C  -4.894  -0.411  -2.061
C  -3.721  -0.736  -2.727
C  -2.625  -1.211  -2.020
H  -1.529  -2.524  5.242
H  -3.204  -4.353  4.990
H  -3.986  -4.991  2.724
H  -3.126  -3.805  0.750
H  1.408  -2.719  0.877
H  2.716  -4.623  0.014
H  1.797  -6.051  -1.790
H  -0.452  -5.571  -2.709
H  -1.766  -3.697  -1.837
H  -3.936  -1.112  1.107
H  -5.869  -0.283  -0.150
H  -5.742  -0.023  -2.611
H  -3.639  -0.591  -3.798
H  -1.700  -1.396  -2.550
O  -0.344  0.731  -3.652
C  -0.573  0.979  -2.483
O  -0.054  0.266  -1.516
C  -1.522  2.103  -2.136
C  -1.895  2.924  -3.180
C  -2.805  3.950  -2.991
C  -3.360  4.194  -1.751
C  -2.977  3.399  -0.706
C  -2.091  2.287  -0.833
O  -1.890  1.497  0.151
N  -3.553  3.732  0.610
O  -4.723  4.085  0.637
O  -2.864  3.582  1.594
N  -3.193  4.796  -4.119
O  -2.740  4.533  -5.218
O  -3.972  5.711  -3.908
H  -1.472  2.737  -4.157
H  -4.071  4.993  -1.602
O  2.372  1.594  -0.539
C  2.751  0.415  -0.546
O  2.091  -0.544  -0.004
H  3.700  0.141  -1.024

Spin multiplicity: 1
Charge: -1
Energy above the lowest of the compared OMol25 structures with the same formula, charge and spin (kcal per mole): 6.9
LUMO energy (Eh): 0.081
Orbital gap (Eh): 0.30258

***

Record 3
The following is a DFT calculation (the ωB97M-V functional and the def2-TZVPD basis) of a molecular structure, C27H17BrCl3F5NNiO3S2.

CARTESIAN COORDINATES (ANGSTROEM)
Ni  1.045  -1.346  0.481
C  3.938  -2.717  3.189
C  2.523  -3.051  2.850
C  1.581  -3.282  3.843
C  0.270  -3.559  3.494
C  -0.059  -3.532  2.151
Br  -1.850  -3.987  1.689
N  0.804  -3.281  1.173
C  2.098  -3.093  1.519
H  4.230  -3.140  4.149
H  4.012  -1.631  3.247
H  4.609  -3.065  2.408
H  1.868  -3.255  4.884
H  -0.477  -3.795  4.232
H  2.827  -3.073  0.706
Cl  -0.885  -0.414  1.262
C  -1.168  0.614  -0.074
C  -1.818  1.811  0.153
C  -2.021  2.694  -0.892
C  -1.609  2.351  -2.169
C  -0.989  1.136  -2.392
Cl  -0.525  0.727  -4.002
C  -0.719  0.234  -1.352
S  0.101  -1.267  -1.670
H  -2.158  2.037  1.154
H  -2.500  3.643  -0.707
H  -1.774  3.016  -3.002
C  2.087  4.382  -1.331
C  1.494  4.200  0.029
C  0.342  4.856  0.417
C  -0.225  4.595  1.653
Cl  -1.684  5.411  2.110
C  0.344  3.680  2.514
C  1.511  3.031  2.143
C  2.101  3.290  0.911
O  3.261  2.732  0.476
C  3.756  1.598  1.162
C  2.778  0.414  1.009
O  2.362  -0.196  2.016
O  2.444  0.117  -0.156
H  1.517  5.099  -1.915
H  2.100  3.421  -1.845
H  3.118  4.724  -1.257
H  -0.120  5.573  -0.243
H  -0.111  3.474  3.471
H  1.935  2.300  2.811
H  3.976  1.819  2.216
H  4.691  1.335  0.655
F  -6.153  -3.371  -5.431
C  -5.145  -3.205  -4.549
C  -5.329  -2.446  -3.393
F  -6.529  -1.887  -3.149
C  -4.292  -2.277  -2.497
F  -4.515  -1.533  -1.403
C  -3.033  -2.887  -2.677
S  -1.862  -2.833  -1.430
C  -2.869  -3.629  -3.866
F  -1.696  -4.227  -4.125
C  -3.899  -3.790  -4.773
F  -3.709  -4.542  -5.875

Spin multiplicity: 3
Charge: -1
LUMO energy (spin up / spin down) (Eh): 0.092 / 0.074
Orbital gap (spin up / spin down) (Eh): 0.21754 / 0.24095